No. 1
{"formula": "C17H26FN3O2", "method": "ωB97M-V with the def2-TZVPD basis set", "species": ["C", "O", "C", "C", "H", "H", "C", "N", "C", "H", "H", "H", "C", "C", "H", "H", "C", "N", "C", "O", "N", "C", "C", "C", "C", "C", "C", "H", "H", "F", "H", "H", "H", "C", "H", "C", "H", "H", "H", "H", "H", "H", "H", "H", "H", "H", "H", "H", "H"], "coordinates": [[0.7778, -3.0780, 0.5948], [-0.2307, -3.7678, -0.1027], [-1.5457, -3.3839, 0.2236], [-1.9405, -2.0117, -0.3337], [-1.2712, -1.2671, 0.0967], [-1.8090, -2.0214, -1.4164], [-3.3945, -1.6879, 0.0002], [-3.9266, -0.5127, -0.6774], [-5.3698, -0.4741, -0.5491], [-5.7653, 0.3441, -1.1487], [-5.7116, -0.3484, 0.4899], [-5.7852, -1.4051, -0.9331], [-3.3055, 0.7791, -0.3827], [-2.1661, 1.0617, -1.3785], [-2.5747, 1.0516, -2.3892], [-1.3994, 0.2930, -1.3185], [-1.5264, 2.4168, -1.0712], [-1.0323, 2.4258, 0.2923], [0.1155, 1.7709, 0.6895], [0.2587, 1.3603, 1.8234], [1.0922, 1.6756, -0.2774], [2.3221, 1.0257, -0.1959], [2.7085, 0.2568, 0.9003], [3.9291, -0.3910, 0.8995], [4.7621, -0.2679, -0.1963], [4.4036, 0.4903, -1.2958], [3.1819, 1.1331, -1.2904], [2.8898, 1.7264, -2.1456], [5.0731, 0.5705, -2.1373], [5.9564, -0.9018, -0.1963], [4.2367, -0.9880, 1.7429], [2.0541, 0.1800, 1.7516], [0.9515, 2.1840, -1.1364], [-2.1397, 2.3297, 1.2312], [-1.7385, 2.4263, 2.2405], [-2.8424, 0.9813, 1.0705], [-2.1335, 0.2089, 1.3653], [-3.7024, 0.9313, 1.7407], [-2.8235, 3.1592, 1.0342], [-0.7386, 2.6449, -1.7913], [-2.2733, 3.2132, -1.1472], [-4.0716, 1.5407, -0.5789], [-3.5136, -1.6235, 1.0956], [-4.0044, -2.5317, -0.3374], [-1.6803, -3.3904, 1.3169], [-2.1825, -4.1598, -0.2104], [0.6006, -3.1063, 1.6767], [0.8657, -2.0323, 0.2793], [1.7108, -3.5906, 0.3683]], "atomic_forces_ev_per_a": [[0.02, 0.06, -0.03], [-0.02, -0.12, -0.13], [-0.14, 0.20, -0.06], [-0.03, -0.33, 0.22], [0.05, 0.08, -0.07], [0.05, 0.05, -0.03], [0.24, 0.00, -0.09], [-0.13, -0.10, -0.08], [0.02, 0.01, 0.00], [-0.08, 0.02, 0.01], [-0.06, 0.01, 0.03], [-0.08, -0.01, 0.02], [0.37, -0.01, -0.06], [-0.19, 0.34, 0.12], [-0.01, -0.06, -0.05], [0.05, -0.06, -0.03], [0.08, -0.34, -0.34], [-0.07, 0.30, 0.14], [0.12, 0.30, -0.31], [0.08, -0.26, 0.33], [-0.40, 0.32, -0.38], [0.37, -0.29, 0.11], [-0.14, 0.08, 0.05], [0.31, -0.02, -0.30], [-0.09, 0.03, 0.02], [0.14, -0.17, 0.17], [-0.14, -0.01, 0.20], [-0.03, 0.06, -0.09], [0.08, -0.01, -0.07], [-0.05, 0.03, 0.00], [0.05, -0.07, 0.09], [-0.01, 0.00, 0.01], [-0.07, -0.08, 0.19], [0.01, -0.20, 0.42], [-0.14, 0.07, -0.12], [-0.18, 0.17, -0.21], [0.00, -0.05, 0.06], [-0.02, -0.06, 0.08], [0.03, 0.00, 0.01], [-0.09, 0.09, 0.02], [0.11, 0.00, -0.06], [0.03, -0.05, 0.01], [-0.04, -0.04, -0.02], [-0.01, 0.02, 0.09], [-0.01, -0.05, -0.05], [-0.04, 0.07, 0.09], [0.01, 0.01, 0.02], [0.01, -0.02, 0.02], [0.04, 0.07, 0.06]], "fmax_ev_per_a": 0.637, "smiles": "COCCCN(C)C1CCN(C(=O)Nc2ccc(F)cc2)CC1", "de_lowest_ev": 1.4000, "homo_energy_ha": -0.3048, "lumo_ev": 0.598, "total_energy_ev": -29333.8520}

=====

No. 2
{"formula": "C26H46F5IrN4OPSSi3", "method": "ωB97M-V with the def2-TZVPD basis set", "species": ["Ir", "C", "Si", "C", "C", "C", "Si", "C", "C", "C", "Si", "C", "C", "C", "C", "C", "C", "C", "N", "H", "H", "H", "H", "H", "H", "H", "H", "H", "H", "H", "H", "H", "H", "H", "H", "H", "H", "H", "H", "H", "H", "H", "H", "H", "H", "H", "H", "F", "C", "C", "F", "C", "F", "C", "S", "C", "F", "C", "F", "C", "N", "C", "P", "O", "N", "C", "C", "N", "C", "C", "H", "H", "H", "H", "H", "H", "H", "H", "H", "H", "H", "H", "H", "H", "H", "H", "H", "H"], "coordinates": [[-0.2009, -0.3382, -0.5292], [0.3097, -4.4363, 0.6285], [-0.8365, -3.4383, -0.4642], [-2.3313, -4.5192, -0.8111], [0.1171, -3.2128, -2.0687], [-1.4205, -1.7839, 0.3002], [-1.2641, -1.8313, 2.2049], [-1.9300, -0.2510, 2.9692], [0.5198, -2.0285, 2.7682], [-2.2400, -3.2670, 2.9122], [-3.1236, -1.1283, -0.2116], [-4.5898, -1.7518, 0.7619], [-3.5512, -1.2469, -2.0295], [-2.9804, 0.7577, 0.0602], [-4.0258, 1.6139, 0.3813], [-3.7932, 2.9743, 0.5149], [-2.5102, 3.4623, 0.3217], [-1.5051, 2.5685, 0.0037], [-1.7430, 1.2619, -0.1231], [0.4690, -5.3824, 0.1019], [-0.0752, -4.6780, 1.6177], [1.2866, -3.9638, 0.7435], [-2.0007, -5.4493, -1.2802], [-3.0640, -4.0603, -1.4739], [-2.8412, -4.7869, 0.1181], [0.3323, -4.2183, -2.4457], [1.0809, -2.7201, -1.9101], [-0.4224, -2.6660, -2.8408], [-1.4099, 0.6465, 2.6265], [-1.7848, -0.3211, 4.0515], [-2.9990, -0.1078, 2.7975], [1.2479, -1.8305, 1.9816], [0.7028, -3.0385, 3.1375], [0.7163, -1.3384, 3.5916], [-3.3172, -3.1628, 2.7875], [-2.0374, -3.3125, 3.9862], [-1.9458, -4.2285, 2.4883], [-4.6595, -2.8396, 0.6940], [-5.5015, -1.3419, 0.3193], [-4.5724, -1.4756, 1.8160], [-3.6482, -2.2643, -2.4066], [-2.8252, -0.7032, -2.6328], [-4.5221, -0.7583, -2.1585], [-5.0188, 1.2109, 0.5351], [-4.6015, 3.6468, 0.7708], [-2.2830, 4.5140, 0.4231], [-0.4804, 2.8863, -0.1421], [3.6544, 0.3072, 5.2822], [3.2209, 0.4056, 4.0355], [2.1430, 1.2247, 3.7402], [1.5413, 1.9082, 4.7076], [1.6959, 1.3157, 2.4363], [0.6572, 2.1173, 2.1776], [2.2904, 0.5941, 1.4086], [1.7632, 0.7806, -0.2633], [3.3724, -0.2154, 1.7303], [3.9726, -0.9286, 0.7784], [3.8402, -0.3157, 3.0272], [4.8702, -1.1018, 3.3130], [-1.2962, -1.6978, -5.2487], [-0.0356, -0.9870, -5.0670], [0.9322, -1.2334, -6.1276], [0.0426, 0.2867, -4.0354], [-0.5299, -0.0596, -2.6823], [-0.8496, 1.5184, -4.6473], [-1.3301, 2.5987, -3.7967], [-0.9957, 1.7620, -6.0745], [1.6192, 0.7324, -3.9241], [2.6072, -0.2272, -3.4427], [2.1841, 1.8834, -4.6146], [-1.0977, -2.7641, -5.3714], [-1.8307, -1.3412, -6.1353], [-1.9355, -1.5664, -4.3796], [1.2460, -2.2788, -6.1060], [1.8096, -0.6040, -6.0075], [0.4978, -1.0295, -7.1116], [-1.2658, 2.3048, -2.7521], [-2.3754, 2.8126, -4.0304], [-0.7499, 3.5147, -3.9489], [-0.5820, 0.9382, -6.6510], [-0.4810, 2.6802, -6.3740], [-2.0526, 1.8662, -6.3288], [2.1178, -1.0288, -2.8924], [3.3047, 0.2717, -2.7684], [3.1780, -0.6693, -4.2655], [1.3991, 2.5737, -4.9121], [2.7436, 1.5846, -5.5074], [2.8677, 2.4076, -3.9447]], "atomic_forces_ev_per_a": [[-0.04, -0.03, 0.05], [0.09, 0.04, -0.03], [-0.18, -0.08, -0.09], [-0.02, 0.01, 0.09], [0.00, -0.09, -0.01], [0.01, -0.07, 0.01], [0.00, 0.04, 0.02], [-0.02, -0.01, 0.02], [0.01, -0.02, -0.03], [-0.04, -0.03, 0.01], [0.02, 0.06, -0.07], [0.01, -0.07, 0.03], [-0.05, 0.03, 0.01], [0.03, 0.00, 0.00], [-0.01, 0.01, 0.00], [-0.01, 0.00, -0.01], [0.01, -0.01, 0.00], [-0.01, -0.01, 0.02], [0.00, -0.01, 0.00], [0.01, 0.00, 0.01], [0.01, 0.01, -0.04], [-0.01, 0.00, 0.02], [0.01, 0.00, 0.01], [0.00, 0.00, -0.01], [0.00, 0.01, -0.01], [0.01, 0.03, -0.03], [-0.03, -0.01, 0.03], [-0.03, 0.02, 0.02], [0.01, -0.02, -0.01], [0.00, 0.01, -0.01], [0.03, 0.02, 0.00], [-0.02, -0.01, -0.01], [0.00, 0.01, 0.00], [0.02, 0.02, 0.01], [-0.01, 0.02, -0.01], [-0.01, 0.00, 0.00], [-0.03, 0.04, 0.02], [-0.01, 0.01, 0.01], [0.01, 0.00, 0.00], [0.02, -0.02, -0.01], [0.04, -0.01, 0.00], [0.04, -0.01, 0.01], [0.01, -0.01, -0.02], [0.00, 0.00, 0.00], [0.00, 0.00, 0.00], [0.00, 0.00, 0.00], [0.00, 0.01, 0.00], [0.00, 0.00, 0.00], [0.00, -0.01, 0.01], [-0.02, 0.00, 0.00], [0.01, 0.01, 0.00], [-0.02, -0.04, -0.01], [0.01, -0.01, 0.00], [0.03, 0.08, -0.02], [0.07, 0.17, 0.02], [0.00, 0.03, -0.01], [0.00, -0.01, -0.01], [0.00, -0.01, 0.01], [0.00, -0.01, 0.00], [0.01, 0.00, 0.01], [-0.02, 0.01, -0.01], [-0.01, 0.01, 0.01], [0.04, 0.10, 0.07], [-0.03, -0.17, -0.07], [0.00, 0.01, 0.01], [0.00, -0.01, 0.00], [0.04, 0.02, 0.01], [0.00, 0.00, -0.09], [0.03, 0.01, 0.05], [-0.01, -0.02, 0.01], [0.00, 0.00, 0.01], [0.01, -0.01, 0.00], [-0.01, 0.01, 0.02], [0.01, 0.00, 0.00], [0.00, 0.00, 0.00], [-0.01, -0.01, 0.00], [0.00, 0.00, -0.01], [0.00, 0.00, 0.00], [0.00, 0.00, 0.00], [-0.01, -0.02, 0.00], [0.00, 0.00, 0.00], [0.00, 0.00, 0.00], [0.00, 0.00, -0.01], [0.00, -0.02, 0.00], [-0.01, 0.02, -0.01], [0.00, 0.01, 0.01], [0.01, -0.01, 0.00], [0.00, 0.00, 0.00]], "fmax_ev_per_a": 0.217, "total_charge": 1, "de_lowest_ev": 0.0000, "spin_multiplicity": 5, "s2": 6.01, "homo_energy_ha": [-0.3922, -0.4290], "lumo_ev": [-2.212, -4.571], "total_energy_ev": -95896.9091}

=====

No. 3
{"formula": "C5H9FN", "method": "ωB97M-V with the def2-TZVPD basis set", "species": ["C", "C", "C", "C", "C", "N", "F", "H", "H", "H", "H", "H", "H", "H", "H", "H"], "coordinates": [[-2.3634, -0.1975, 1.5511], [1.0512, 2.1139, 0.0822], [0.1538, -2.6354, -0.9934], [0.3913, 0.9127, -0.5432], [-0.1693, -0.0425, 0.4004], [-1.3310, -0.1834, 0.9850], [0.8571, -0.6167, 1.1782], [-3.2546, -0.2376, 2.1079], [1.8343, 1.6550, 0.7158], [1.5504, 2.7271, -0.7943], [0.3715, 2.7668, 0.6575], [0.7593, -3.0966, -0.1993], [-0.9533, -2.8276, -0.9557], [0.3682, -1.8751, -1.7601], [1.0995, 0.2978, -1.0903], [-0.3651, 1.2390, -1.3417]], "atomic_forces_ev_per_a": [[2.72, -0.20, -1.44], [1.67, 0.86, -0.81], [-2.22, 0.64, 0.32], [-2.24, 0.45, -2.82], [2.90, -1.76, 2.02], [-2.24, 0.61, 1.02], [-2.11, 0.81, -1.09], [-0.87, -0.05, 0.37], [-0.16, 1.01, -0.06], [-0.97, -1.17, 1.96], [0.36, -0.38, -0.30], [0.04, 0.54, -0.88], [1.28, -0.17, 0.01], [0.72, -0.75, 0.57], [0.41, 0.16, -0.11], [0.71, -0.61, 1.26]], "fmax_ev_per_a": 3.947, "total_charge": 1, "de_lowest_ev": 5.1209, "homo_energy_ha": [-0.4686, -0.5165], "lumo_ev": [-6.631, -5.313], "total_energy_ev": -9525.5104}

=====

No. 4
{"formula": "C16H20BrN3O3", "method": "ωB97M-V with the def2-TZVPD basis set", "species": ["C", "C", "H", "H", "O", "C", "C", "C", "C", "C", "C", "O", "C", "H", "H", "H", "H", "C", "O", "N", "H", "C", "H", "H", "C", "H", "H", "C", "N", "C", "N", "C", "C", "H", "H", "H", "H", "H", "H", "Br", "H", "H", "H"], "coordinates": [[1.6682, 4.1439, 2.3461], [1.7699, 4.6438, 0.9105], [0.7791, 4.8695, 0.5083], [2.3895, 5.5437, 0.8670], [2.4609, 3.7331, 0.0726], [1.9912, 2.4969, -0.2033], [2.9659, 1.5747, -0.5916], [2.6790, 0.2751, -0.9470], [1.3571, -0.1483, -0.9358], [0.3596, 0.7501, -0.5628], [0.6496, 2.0562, -0.1941], [-0.3119, 2.9490, 0.1813], [-1.6616, 2.5338, 0.2195], [-2.0292, 2.2928, -0.7828], [-2.2098, 3.3924, 0.6035], [-1.8191, 1.6759, 0.8800], [-0.6678, 0.4305, -0.5175], [1.0838, -1.5766, -1.2687], [1.9319, -2.4428, -1.1671], [-0.1860, -1.8385, -1.6628], [-0.8118, -1.0691, -1.8256], [-0.6732, -3.1603, -1.9963], [-0.1832, -3.5202, -2.9089], [-1.7420, -3.0604, -2.1969], [-0.4421, -4.2055, -0.8931], [0.5808, -4.5735, -0.9615], [-1.1210, -5.0379, -1.0851], [-0.6328, -3.6777, 0.5381], [-1.6683, -2.6875, 0.6574], [-1.5075, -1.4279, 1.1169], [-2.6024, -0.7207, 1.0254], [-3.5295, -1.5586, 0.4900], [-2.9701, -2.7822, 0.2555], [-3.3822, -3.6864, -0.1424], [-4.5323, -1.2270, 0.3103], [-0.5763, -1.0713, 1.5121], [0.2956, -3.2102, 0.8742], [-0.8503, -4.5216, 1.2024], [3.4604, -0.4159, -1.2206], [4.7584, 2.1844, -0.6040], [2.6554, 3.8817, 2.7206], [1.2481, 4.9246, 2.9737], [1.0260, 3.2683, 2.4023]], "atomic_forces_ev_per_a": [[0.11, 0.00, -0.41], [-0.32, 0.42, 0.52], [0.22, 0.03, 0.04], [-0.12, -0.10, 0.00], [-0.23, -0.27, -0.32], [0.10, -0.12, -0.01], [0.09, 0.24, 0.07], [-0.21, -0.12, 0.00], [0.33, 0.33, 0.14], [0.01, 0.04, -0.01], [-0.02, 0.14, 0.00], [0.56, 0.06, -0.09], [-0.24, -0.09, 0.08], [0.01, -0.04, 0.02], [-0.03, -0.07, -0.04], [0.02, 0.06, -0.09], [-0.14, 0.00, 0.04], [-0.43, 0.28, -0.12], [0.26, -0.31, -0.03], [-0.12, 0.10, -0.19], [0.08, 0.00, 0.04], [0.25, -0.30, 0.03], [-0.12, 0.02, 0.05], [0.13, 0.02, -0.01], [-0.06, 0.23, 0.03], [-0.07, -0.08, 0.01], [0.01, -0.05, 0.01], [0.42, -0.52, -0.17], [-0.31, 0.26, 0.27], [0.01, -0.02, 0.14], [0.15, 0.50, 0.23], [-0.08, -0.23, -0.16], [-0.29, -0.04, -0.08], [-0.06, -0.21, -0.10], [-0.24, -0.04, -0.07], [0.28, 0.00, 0.03], [-0.11, -0.05, 0.00], [0.09, 0.16, -0.02], [0.06, -0.04, 0.00], [0.06, -0.22, -0.07], [0.07, 0.00, 0.06], [-0.07, 0.08, 0.10], [-0.07, -0.06, 0.04]], "fmax_ev_per_a": 0.738, "smiles": "CCOc1c(Br)cc(C(=O)NCCCn2ccnc2)cc1OC", "de_lowest_ev": 3.0191, "homo_energy_ha": -0.3081, "lumo_ev": 0.649, "total_energy_ev": -97571.7655}

=====

No. 5
{"formula": "C4H12N3P", "method": "ωB97M-V with the def2-TZVPD basis set", "species": ["C", "C", "C", "C", "N", "N", "N", "P", "H", "H", "H", "H", "H", "H", "H", "H", "H", "H", "H", "H"], "coordinates": [[-1.3735, -0.8093, 0.9351], [1.5155, -1.1370, 0.2033], [-1.5001, 0.9800, -0.7846], [1.5491, 1.2837, -0.2983], [-0.1893, -0.1782, 1.1816], [-2.1677, -0.2929, -0.3272], [2.3167, 0.0422, 0.1171], [-0.1003, 1.3773, 0.5623], [-1.0880, -1.9402, 1.0345], [-2.1557, -0.7001, 1.6424], [1.6742, -2.0538, 0.7029], [0.9724, -1.4226, -0.7263], [-0.9536, 0.9805, -1.6689], [-2.3063, 1.6804, -0.6611], [2.0368, 2.1279, -0.0795], [1.2842, 1.4128, -1.2854], [-2.2216, -1.0983, -0.9287], [-3.1359, -0.0695, -0.1772], [2.7485, 0.0542, 1.0762], [3.0945, -0.2375, -0.5181]], "atomic_forces_ev_per_a": [[-0.67, -2.77, 1.19], [-1.44, -2.34, -3.48], [0.04, 0.20, 2.71], [-1.58, -2.77, 1.90], [-0.63, 3.43, -0.05], [2.20, -0.45, -0.19], [1.22, -0.96, 0.63], [-1.51, -1.47, 0.41], [-1.14, 1.45, -1.37], [-0.37, 0.15, 1.62], [1.25, -0.09, 1.41], [0.37, 0.91, 0.49], [0.06, -0.34, -2.03], [0.25, 0.88, -0.66], [2.40, 2.98, 1.25], [0.10, -0.83, -2.72], [0.39, -0.15, -1.20], [-0.63, 0.05, 0.82], [-0.17, 1.13, -0.88], [-0.14, 0.98, 0.13]], "fmax_ev_per_a": 4.434, "total_charge": 2, "de_lowest_ev": 0.0000, "spin_multiplicity": 3, "s2": 2.01, "homo_energy_ha": [-0.5744, -0.6868], "lumo_ev": [-7.482, -10.667], "total_energy_ev": -18078.4447}

=====

No. 6
{"formula": "C6H9BrS", "method": "ωB97M-V with the def2-TZVPD basis set", "species": ["C", "C", "C", "C", "C", "C", "S", "Br", "H", "H", "H", "H", "H", "H", "H", "H", "H"], "coordinates": [[-0.5544, -1.8783, -1.2719], [-1.1514, -2.4216, -0.2429], [0.1309, -0.5120, -0.9772], [-0.4146, 0.0067, 0.3172], [1.0120, 2.0879, 0.5682], [0.4496, 0.8733, 1.2149], [-1.1009, -1.4180, 1.1777], [-2.0399, 1.1507, -0.2315], [-0.4916, -1.9635, -2.3480], [-1.4784, -3.3952, -0.3348], [1.1927, -0.5838, -0.7777], [0.0010, 0.0649, -1.8560], [1.8160, 1.7958, -0.0465], [1.3763, 2.7312, 1.2917], [0.3118, 2.3820, -0.0620], [-0.2479, 0.9410, 2.0294], [1.1889, 0.1388, 1.5494]], "atomic_forces_ev_per_a": [[1.87, 3.35, -0.97], [0.92, 1.05, -0.52], [-0.32, -1.67, 0.61], [-1.50, 0.53, -1.04], [1.66, -2.75, 1.70], [-0.63, -2.68, 0.17], [0.14, -0.41, 0.99], [0.05, -0.03, 0.13], [-0.39, -1.67, 0.09], [-1.38, -1.77, 0.59], [0.61, -0.61, -0.32], [-0.11, 1.20, -0.45], [1.30, -0.41, -0.71], [0.38, 1.78, 1.12], [-3.16, 2.55, -2.52], [0.17, 1.20, 0.95], [0.39, 0.33, 0.19]], "fmax_ev_per_a": 4.779, "smiles": "CC[C@@]1(Br)CC=CS1", "de_lowest_ev": 1.5659, "homo_energy_ha": -0.3081, "lumo_ev": 0.757, "total_energy_ev": -87244.1304}